# C5H5NO

The molecule C5H5NO (the ωB97M-V functional and the def2-TZVPD basis, the Open Molecules 2025 dataset).

The HOMO-LUMO gap is 9.66 eV.

Each line ends with the natural charge from an NBO analysis.
Atoms and positions in Å:
O: 1.63 -1.82 -0.14  -0.662
C: 0.43 -1.58 0.44  0.120
C: 0.59 2.03 0.45  -0.639
C: -0.51 1.54 -0.07  0.449
N: -1.53 1.04 -0.53  -0.459
C: -0.67 -1.18 -0.16  -0.124
C: -1.60 -0.39 -0.64  -0.072
H: 1.59 -1.53 -1.06  0.482
H: 0.44 -1.82 1.51  0.200
H: 0.69 2.13 1.53  0.247
H: 1.43 2.31 -0.19  0.244
H: -2.50 -0.74 -1.15  0.213

=====

# C3H8NO2

A 2-piece molecular cluster, C3H8NO2 overall (the ωB97M-V functional and the def2-TZVPD basis, the Open Molecules 2025 dataset).

Its net charge is +1. The HOMO-LUMO gap is 10.85 eV.

Each line ends with the natural charge from an NBO analysis.
Atoms and positions in Å:
C: 2.96 0.10 -0.48  0.320
C: -1.12 -0.42 -0.46  -0.188
C: -1.87 0.65 -0.32  0.163
N: -0.42 -1.01 0.68  -0.728
O: 2.29 -0.06 0.48  -0.565
O: -1.97 1.18 0.91  -0.668
H: 3.85 0.82 -0.32  0.148
H: 2.78 -0.35 -1.52  0.136
H: -0.84 -0.82 -1.38  0.233
H: -2.44 1.21 -1.06  0.227
H: -0.96 -0.70 1.47  0.456
H: 0.47 -0.42 0.56  0.494
H: -0.19 -2.06 0.62  0.467
H: -2.56 1.88 0.81  0.504

=====

The following E_tot values (in eV) correspond, in order, to the records above: -8799.9505; -8817.1329.